Computed, not measured: a structure of composition C36H35ClNP2Re at a distorted geometry, with ωB97M-V/def2-TZVPD.

Element x y z (Å)
Re -0.2741 -0.2214 0.2274
Cl -0.9209 -2.1737 -1.0909
P 1.6444 -1.1801 0.9143
P -1.7140 1.0869 -0.8866
C 3.0590 -0.2626 1.6957
C 2.6903 -2.1546 -0.2496
C 1.1465 -2.3406 2.2594
C -3.3334 1.3526 -0.0262
C -1.4789 2.8429 -1.3814
C -2.1116 0.3480 -2.5265
C 3.2537 -0.2881 3.0809
C 4.3164 0.4183 3.6455
C 5.1402 1.2184 2.8497
C 4.9504 1.2279 1.4591
C 3.9670 0.4319 0.8784
H 2.5954 -0.8919 3.7088
H 4.4882 0.3313 4.7195
H 5.9165 1.8198 3.3111
H 5.5836 1.8455 0.8368
H 3.9406 0.3027 -0.2173
C 0.3027 -1.8889 3.2788
C -0.0662 -2.7807 4.2982
C 0.4143 -4.0856 4.2944
C 1.2376 -4.5334 3.2570
C 1.5739 -3.6708 2.2023
H -0.0719 -0.8583 3.2710
H -0.7234 -2.4341 5.0840
H 0.1324 -4.7800 5.0897
H 1.6232 -5.5421 3.2390
H 2.2012 -4.0091 1.3715
C 4.0013 -2.5089 0.0682
C 4.7623 -3.2534 -0.8340
C 4.1981 -3.6863 -2.0446
C 2.8878 -3.3369 -2.3419
C 2.1568 -2.5575 -1.4702
H 4.4527 -2.1817 1.0150
H 5.7900 -3.4853 -0.5808
H 4.7907 -4.2876 -2.7332
H 2.4192 -3.6736 -3.2588
H 1.1300 -2.2943 -1.7260
C -1.2867 3.1917 -2.7167
C -1.1654 4.5463 -3.0592
C -1.0827 5.5185 -2.0590
C -1.2230 5.1500 -0.7224
C -1.4996 3.8273 -0.3772
H -1.2584 2.4232 -3.4943
H -1.1302 4.8143 -4.1093
H -0.9081 6.5571 -2.3334
H -1.1282 5.8884 0.0605
H -1.7545 3.5570 0.6573
C -3.6612 0.4754 0.9957
C -4.8776 0.5994 1.6644
C -5.7534 1.6263 1.3305
C -5.4205 2.5254 0.3157
C -4.2184 2.3816 -0.3795
H -2.9642 -0.2975 1.2680
H -5.1205 -0.1167 2.4340
H -6.6998 1.7306 1.8586
H -6.0812 3.3438 0.0501
H -3.9688 3.0752 -1.1887
C -3.4592 0.2179 -2.8615
C -3.7865 -0.3129 -4.1220
C -2.7925 -0.8042 -4.9464
C -1.4508 -0.7416 -4.5713
C -1.1032 -0.1267 -3.3572
H -4.2171 0.5519 -2.1635
H -4.8407 -0.3208 -4.3972
H -3.0715 -1.2571 -5.9111
H -0.6763 -1.1381 -5.2055
H -0.0584 -0.0524 -3.0576
H -1.7763 -1.2818 1.9672
H -1.4700 -1.3706 1.2195
N 0.7790 1.7261 0.6038
H 1.5123 1.9092 -0.0883
H 1.3186 1.7271 1.4534
H 0.2233 2.5921 0.5550

Atomic forces in eV per Å
Re -0.9926 -1.7932 0.1735
Cl 0.2008 2.0789 2.0637
P 6.0153 -3.1564 2.1086
P -4.9602 3.6771 -3.7891
C -0.7074 0.4453 0.0501
C -0.9385 0.2154 -0.5050
C -0.3990 0.1713 -0.8551
C 0.5312 -0.4225 0.2142
C 0.9965 -0.4211 0.4541
C -0.2632 -0.4308 0.7723
C -0.2034 0.0587 0.0353
C 0.0655 -0.0431 0.0570
C -0.5396 -0.2528 -0.1317
C -0.0203 -0.2052 0.3071
C -0.1814 0.3685 -0.4065
H 0.3067 0.3074 -0.0883
H -0.0218 0.1352 -0.3146
H -0.0386 -0.0944 -0.1262
H 0.1183 -0.1527 -0.0578
H -0.1182 0.3301 0.5781
C -0.3067 -0.5296 0.5786
C 0.0791 0.7746 -0.4132
C 0.0821 -0.3567 -0.0790
C 0.0873 0.6480 -0.5216
C 0.0067 -0.3248 0.2931
H 0.2429 -0.2651 0.2957
H 0.0293 -0.0655 0.0798
H 0.0849 0.2932 -0.2330
H -0.0561 -0.0779 0.0925
H -0.2924 0.0210 0.4181
C 0.7489 0.1566 0.4065
C -0.4941 0.1330 0.0154
C 0.2334 0.1118 0.3864
C 0.2011 -0.2770 -0.3680
C -0.5718 0.0873 -0.0571
H -0.1866 -0.2965 -0.5057
H -0.0962 -0.0927 -0.0351
H -0.1818 0.1663 0.1448
H 0.1292 0.0329 -0.0165
H 0.8644 -0.1711 -0.1136
C 0.0584 0.2971 -0.2503
C -0.0242 -0.3222 0.2978
C 0.0194 -0.2940 -0.3710
C -0.1582 -0.2922 0.2553
C 0.4509 0.1851 -0.0505
H -0.0824 0.4277 0.2700
H 0.1426 0.0700 0.1272
H -0.0818 -0.2051 0.1226
H -0.1823 0.1252 -0.0025
H 0.1716 0.2152 -0.3517
C -0.6587 0.1603 0.3309
C 0.2039 -0.0073 -0.1639
C -0.0306 -0.0266 0.0466
C 0.4836 -0.1957 -0.2584
C 0.0270 0.3396 -0.0622
H -0.6193 0.1182 -0.0611
H -0.1434 0.0331 0.1298
H 0.2290 -0.0249 -0.1060
H -0.0105 -0.1576 0.0333
H -0.1747 -0.2720 0.3482
C 0.3467 -0.0669 -0.6107
C -0.3571 0.4574 1.0117
C 0.0000 -0.3692 -0.7548
C 0.0473 0.6107 0.8303
C -0.1483 -0.4062 -0.7608
H -0.0955 -0.1067 -0.2917
H 0.3201 -0.2054 -0.1135
H 0.2218 0.2696 0.5585
H 0.0681 -0.0356 -0.1656
H -0.0394 0.0155 -0.1776
H 1.0876 0.1968 -1.1025
H -0.3666 -0.4538 0.5670
N -0.2143 -0.2680 -0.8313
H 0.0355 -0.2580 -0.3047
H 0.2819 -0.1246 0.8762
H -0.2617 -0.2129 0.0777

Values from the calculation:
- E_HOMO (alpha / beta) (Ha) = -0.621 / -0.621
- total charge = +3
- strongest force on any atom (eV/A) = 7.24
- molar mass (g/mol) = 765.29
- spin multiplicity = 4

Let us look at the Mulliken charges, expressed in e, one per atom:
1. Re 0.313
2. Cl -0.142
3. P 2.297
4. P 2.281
5. C 0.007
6. C 0.293
7. C 0.513
8. C -0.004
9. C 0.406
10. C 0.040
11. C -0.201
12. C -0.736
13. C -0.551
14. C -0.912
15. C -0.107
16. H 0.409
17. H 0.444
18. H 0.445
19. H 0.474
20. H 0.482
21. C -0.512
22. C -0.902
23. C -0.707
24. C -0.672
25. C -0.856
26. H 1.077
27. H 0.489
28. H 0.431
29. H 0.481
30. H 0.410
31. C -0.002
32. C -0.778
33. C -0.683
34. C -0.752
35. C -0.236
36. H 0.533
37. H 0.467
38. H 0.442
39. H 0.482
40. H -0.333
41. C -0.592
42. C -0.652
43. C -0.649
44. C -0.905
45. C -0.316
46. H 0.352
47. H 0.476
48. H 0.445
49. H 0.465
50. H 0.612
51. C -0.075
52. C -0.680
53. C -0.668
54. C -0.741
55. C -0.013
56. H -0.519
57. H 0.475
58. H 0.444
59. H 0.464
60. H 0.545
61. C -0.785
62. C -0.714
63. C -0.699
64. C -0.831
65. C 0.177
66. H 0.444
67. H 0.466
68. H 0.415
69. H 0.519
70. H 0.571
71. H 0.614
72. H 0.047
73. N -0.724
74. H 0.401
75. H 0.369
76. H 0.132